77
Properties=species:S:1:pos:R:3:forces:R:3:mulliken_charge:R:1 method="wB97M-V/def2-TZVPD" total_charge=+1 gap_ev="7.35 / 7.04" multiplicity=2 homo_energy_ev="-10.497 / -10.189" e_above_lowest_ev=0.000 e_lumo_ev="-3.152 / -3.154"
C 0.64362 3.32793 3.12439 -0.70 0.01 -0.46 0.8211
H 0.86558 2.08349 -3.06521 -0.01 -0.07 0.04 0.4672
H -1.29193 -4.32879 -3.03914 0.11 -0.02 0.03 0.3849
H -0.38978 -4.17133 4.27460 0.00 -0.02 0.05 0.4940
H 2.82446 -5.13585 2.87328 0.14 -0.06 -0.08 0.3560
C 1.37328 2.15738 2.94455 0.08 -0.36 -0.20 -1.0557
C -0.56069 3.46129 2.41599 0.48 -0.12 0.16 -0.5754
H -5.52903 1.71052 2.72041 0.03 0.03 -0.02 0.3958
H -3.37298 -3.74103 -1.88517 0.19 0.16 -0.01 0.4425
H 2.88155 1.50321 -1.16898 -0.08 -0.15 -0.06 0.4168
H -4.09589 -1.28464 4.16731 -0.04 0.08 -0.03 0.2037
H -5.56661 2.08794 1.00179 -0.02 -0.01 0.02 0.3817
C 1.81115 -5.36564 3.18361 -0.11 0.45 -0.19 -1.8268
H 0.73486 -5.36024 -4.00403 -0.03 -0.09 -0.09 0.4087
H -0.51021 -5.35158 -0.60085 -0.03 -0.09 -0.07 0.2985
As -1.80316 -1.71196 -1.53701 -0.63 -0.07 -0.83 1.2435
C 0.90725 1.17776 2.07669 -0.79 1.46 0.26 0.2322
C 2.00669 -4.93260 0.29169 -0.28 0.21 0.12 -1.7292
C -0.28676 -2.51889 -2.47413 -0.09 0.05 0.12 -0.3724
C -2.98961 -3.18634 -1.02523 0.12 0.10 0.13 -1.1253
C 0.68191 -4.56631 0.97043 0.39 -0.46 -0.07 1.1658
C 1.62633 -0.09253 1.97573 1.50 -1.00 -0.09 -0.2950
H -3.02835 -1.97361 -3.77378 0.04 0.01 0.11 0.4193
H 2.27671 -5.96706 0.48365 0.05 -0.09 0.04 0.3673
O -2.41557 1.43293 0.04092 0.15 -0.46 -0.92 -0.6306
H -1.19773 4.32555 2.51769 -0.13 0.12 0.01 0.5072
C -0.35259 -3.78307 -3.04566 -0.11 0.06 0.01 -0.7046
H -2.41118 -0.32139 -3.63353 0.10 0.03 0.06 0.2904
H -1.35859 -5.29987 0.95400 -0.16 0.01 0.01 0.3645
H 2.85629 -4.10399 -4.06365 0.04 0.00 -0.04 0.4371
O -3.04185 3.39286 0.88059 0.31 -0.08 0.23 -0.7163
C 2.83892 0.49841 -1.60066 -0.13 -0.16 0.27 -1.4970
O 1.26560 -3.05617 2.66414 0.50 0.54 0.39 -0.6617
H -0.91000 -5.52029 3.25267 -0.12 -0.04 -0.01 0.3658
H 2.30101 1.99854 3.46820 0.10 -0.04 0.14 0.6247
C 0.77814 -4.35712 -3.60859 -0.03 -0.03 0.05 -0.7441
O 0.37599 -3.20637 0.56104 -0.01 0.34 0.16 0.6671
C -5.61074 1.27570 1.72203 -0.23 -0.11 0.11 -1.2095
C 1.97089 -3.65405 -3.63807 0.00 0.03 -0.05 -0.7781
S -2.50323 -1.27167 2.01982 1.07 0.19 -0.74 -0.3348
C -0.40824 -5.50144 0.47250 0.15 0.36 0.20 -1.8115
H -0.13472 -6.53645 0.66001 0.03 -0.10 0.02 0.4280
H 1.89314 -4.79008 -0.78186 -0.02 -0.02 -0.08 0.3183
C 0.81446 -4.42289 2.52567 -0.44 -0.57 0.04 1.4232
Tc -0.92588 0.00403 0.01061 -0.31 -1.69 1.19 0.4404
C -2.23538 2.49386 0.77234 -0.25 0.27 -0.09 0.3369
C -2.87802 -1.13768 -3.08801 0.01 -0.01 0.13 -1.2731
H -3.83613 -2.74142 -0.49332 0.16 0.00 -0.07 0.4017
H -3.84905 -0.79660 -2.72453 0.05 -0.02 0.00 0.4412
H -0.68752 1.24886 -3.15013 0.08 -0.07 0.02 0.2839
C 0.39362 1.10531 -3.17630 -0.03 0.09 0.09 -1.1933
B 0.88809 -2.40492 1.55054 -0.39 -1.40 -0.36 -0.7398
H 2.95965 -1.81744 -3.16253 0.04 -0.04 0.01 0.4070
As 0.94690 -0.04145 -1.66918 -0.21 0.77 -1.21 1.0958
H -6.56907 0.75876 1.63003 0.00 0.07 0.01 0.3583
H -5.42163 -0.24054 3.74841 -0.01 -0.06 0.04 0.1983
H 1.57615 -6.39602 2.93476 -0.02 -0.15 -0.03 0.3581
C -0.93975 2.46233 1.54512 0.18 -0.15 0.03 -0.1834
N -4.50651 0.37490 1.44931 0.17 0.01 0.16 -0.0571
H 2.81124 -4.28576 0.63468 0.12 0.04 0.06 0.3434
N -4.53299 -0.65188 3.51912 -0.21 0.21 -0.04 -0.4059
C 0.90997 -1.79768 -2.52667 -0.09 -0.20 0.39 0.1966
H 1.75111 -5.24588 4.26135 0.02 -0.03 0.12 0.4751
H -1.24695 -3.82539 2.77367 -0.17 -0.10 0.01 0.1414
C 2.02882 -2.36990 -3.11937 0.11 0.27 0.08 -0.4982
H 0.53804 5.03141 4.00349 0.00 -0.10 -0.04 0.3222
O 2.75709 -0.31131 2.33099 -1.39 0.27 -0.24 -0.5541
C -3.94168 -0.43481 2.33757 -0.31 0.11 -0.21 0.4440
C -0.53430 -4.50044 3.24722 0.39 0.18 -0.23 -1.7183
N -0.22472 1.34236 1.34793 1.07 0.89 1.19 0.5606
H -3.95246 0.58441 0.62148 0.06 -0.06 0.19 0.2852
H 3.28113 0.53267 -2.60215 -0.23 -0.10 0.16 0.4981
H 0.67912 0.68084 -4.14119 0.05 -0.06 0.18 0.3737
O 0.86067 -1.04636 1.33593 -0.39 1.04 -0.30 1.8030
H -2.48145 -3.86289 -0.34573 0.03 0.00 0.06 0.1035
O 1.11138 4.25455 3.96820 0.12 -0.01 0.05 -0.5250
H 3.41180 -0.17643 -0.96286 -0.02 0.03 -0.05 0.4221



66
Properties=species:S:1:pos:R:3:forces:R:3:mulliken_charge:R:1 method="wB97M-V/def2-TZVPD" gap_ev=8.16 homo_energy_ev=-8.035 e_above_lowest_ev=25.988 e_lumo_ev=0.124 smiles=COCCN1CCC[C@H](CNCc2cn(C)nc2-c2ccc(Oc3ccccc3)cc2)C1
H 2.41196 -2.12673 -2.21873 5.27 -6.98 -6.29 1.0660
C -4.41346 0.43618 -0.27063 2.08 10.69 2.04 -1.1251
H -2.83085 -2.86386 0.60956 0.17 0.57 0.81 0.6732
C 3.43144 0.35107 -2.00966 3.15 4.18 -3.68 -1.7282
C 1.67988 1.82039 0.41833 11.07 -0.91 -7.62 1.1405
H 0.31302 -2.70613 -3.19124 -1.15 1.09 -0.85 0.3666
C 1.49623 2.51749 -0.68203 0.67 7.55 -3.59 -0.6499
C -1.82901 -2.41512 0.56389 1.84 -2.25 0.81 0.0302
N -1.16361 -3.41540 -0.50487 1.87 4.05 10.47 0.2288
H 4.05481 -0.27439 -2.54169 1.70 -1.67 -1.33 0.5720
C 0.37487 -1.62809 -1.50950 3.36 -3.49 0.23 1.7011
C 1.94048 -1.55804 -1.69704 -6.09 12.45 8.36 -1.7701
H 7.02522 0.80370 2.01777 -2.98 -1.76 1.19 0.2348
H -1.94919 -4.99177 1.61378 0.50 1.04 1.54 0.1954
C 0.79341 1.38599 1.17545 -10.04 -5.52 9.19 -0.0862
C -5.43345 2.42848 0.74791 -5.13 -2.97 -0.41 -0.4228
H -0.10921 -0.99748 -3.25413 1.08 8.86 -5.68 1.1165
H 0.64851 -2.64385 0.40795 -0.01 -1.58 -1.05 0.2931
C -0.79496 2.90068 -0.16927 -0.34 -8.36 10.14 0.9418
H 5.41683 0.75507 3.10710 0.84 -1.24 -0.21 0.3544
H -2.63691 -4.29968 3.27515 3.24 -0.27 -1.47 0.2106
H 0.54095 -3.67918 -1.20837 3.33 -3.40 -1.94 0.9025
H -1.41762 -4.15286 -2.10334 0.31 -3.31 -2.65 0.4771
H -1.84094 -1.35006 0.54833 -0.67 1.39 -2.37 -0.1537
H -1.90835 -1.93662 2.62511 1.00 -0.04 -0.35 0.6059
C -1.05473 -2.24333 1.94680 -7.44 -8.56 0.18 -1.3126
C 5.04633 0.15712 -0.01129 6.89 -3.69 -4.22 -0.6240
C 3.95514 0.45101 -0.65866 -5.95 3.45 -0.82 0.7123
C -3.16176 1.42405 -0.32964 -0.57 -11.58 -4.88 0.5479
O -2.00041 3.27139 0.05422 -1.61 6.96 -1.26 -0.4405
H -4.41665 -0.49267 -0.37635 0.97 -7.92 -1.89 0.6951
C -4.32364 3.08990 0.51711 0.15 6.22 4.50 -0.5336
H -2.26640 -2.42946 -3.55953 0.02 0.38 3.60 0.3755
H -6.44597 0.55766 0.36406 -3.04 -2.09 0.40 0.5676
H -3.01516 -3.59216 -1.36619 0.49 -0.96 0.12 0.3990
C -1.93679 -3.46805 -1.56807 -2.42 1.27 -2.39 -1.0217
C -1.58137 -4.58537 2.64242 -1.23 -0.60 -0.82 -0.5633
H -0.31354 -1.65735 2.05073 5.33 4.48 -0.05 0.2569
H -1.40092 1.47306 1.92686 1.88 0.62 -1.65 0.2826
C -3.14126 2.64056 0.05158 0.89 -1.28 -0.79 1.0196
N 2.16846 -0.03560 -2.24993 0.26 -7.32 -1.52 -0.2685
H -2.29429 0.79250 -0.98730 -1.93 2.34 2.30 -0.1607
C -0.30286 -1.80215 -2.88076 -2.20 -11.53 8.74 -2.0123
C -1.84470 -2.28490 -2.37068 0.50 6.84 -7.09 0.2159
C -5.53384 0.95188 0.25454 2.75 6.10 1.01 -0.6584
H 6.08962 -0.41225 -0.45101 -3.29 1.66 1.23 0.2269
H -0.12243 3.93601 -1.37977 0.79 2.88 -3.36 0.5916
H 2.29359 3.23784 -1.36972 -1.47 -3.24 2.09 0.0903
H 3.59450 1.40606 -2.81258 -0.11 -2.38 2.80 0.2436
C 5.89938 0.18217 2.27622 3.89 4.23 -0.89 -0.8795
C -0.55222 1.81030 1.19707 1.54 1.50 -3.53 -0.4204
N 3.78055 1.14252 1.60489 0.84 -0.30 -6.57 -0.7404
H -4.15903 4.05927 1.14774 -0.77 -1.12 -1.55 0.1793
O -0.53316 -3.56076 2.43093 -2.19 0.05 0.72 -0.4180
H -6.46126 2.97485 1.24603 3.37 -1.72 -1.41 0.1980
C 0.24707 -2.96842 -0.58533 -3.74 5.18 -0.04 -1.9549
C 0.28760 3.22939 -0.78208 -0.39 -0.51 -1.15 -1.7151
H -1.09666 -5.51858 3.09022 -0.49 1.69 -0.15 0.2916
H -2.22244 -1.20791 -1.87608 0.35 -3.09 -1.29 -0.2023
H 0.94607 0.48683 1.89396 0.53 1.81 -0.99 0.2262
H 1.48719 0.55957 -2.06554 -3.75 2.90 1.43 0.4188
N 5.08282 0.63715 1.15026 -2.96 0.19 7.01 0.5211
H 0.17632 -0.73865 -0.98022 -0.92 1.05 0.72 -0.1515
H 6.26292 -0.84775 2.39641 -1.17 0.16 -0.19 0.3086
H 2.41000 -1.33560 -0.63554 -0.74 -1.59 -1.78 0.2843
C 3.10131 1.16289 0.24940 1.85 -0.57 8.10 0.2504



27
Properties=species:S:1:pos:R:3:forces:R:3:mulliken_charge:R:1 method="wB97M-V/def2-TZVPD" total_charge=+1 gap_ev="7.87 / 7.49" homo_energy_ev="-12.454 / -11.467" e_above_lowest_ev=4.451 e_lumo_ev="-4.580 / -3.974"
H 0.64202 2.50261 0.74093 0.47 1.81 -0.25 0.3428
C 2.25426 -0.66469 0.26545 1.78 -2.08 -4.55 -1.2705
H -0.49206 1.37714 -2.76687 0.61 -1.38 1.02 0.3575
H -1.50534 0.98698 2.25969 0.01 0.07 0.50 0.3175
C -1.94516 -0.74179 -0.76996 -4.09 2.67 -1.99 -0.8981
H 3.27750 -0.36654 0.29935 0.83 0.73 0.17 0.3213
N 1.37961 0.40331 -0.08927 -2.32 1.46 2.83 0.0637
H 2.11872 0.86412 -1.85861 1.78 -0.94 -2.05 0.6695
H -1.01288 2.16704 0.48598 0.38 0.19 -0.18 0.3141
C -0.32692 -0.38592 1.48707 0.65 -0.85 -1.39 -0.4158
N -1.21598 0.02457 2.35757 -1.83 -1.51 0.65 -0.3413
H 0.05557 -0.42284 -2.61290 -0.50 1.04 0.43 0.2916
H -2.65005 -0.42289 0.11753 1.40 -1.45 -1.45 0.2408
H -2.70995 -0.77346 -1.69293 1.28 -0.14 1.70 0.3663
C 0.30526 0.67878 0.76804 0.43 -2.34 -1.93 0.8190
N -0.14404 1.96055 0.97490 -0.03 -0.60 0.56 -0.6036
H -1.45832 -1.66941 -0.77398 0.57 -1.38 0.30 0.4049
C -0.15013 0.54366 -2.04543 -0.16 -1.55 -0.90 -0.4258
H 2.11956 -1.19592 1.17669 -0.58 0.06 0.69 0.5533
H 1.11987 2.03278 -1.41090 0.00 2.28 0.99 0.2958
N -0.25988 -1.73253 1.11532 2.30 1.37 0.35 -0.3188
H 2.33624 -1.43924 -0.67877 -0.56 1.33 2.33 0.3612
H -1.92816 -0.69459 2.52873 0.13 0.90 0.47 0.2907
C 1.22055 1.00341 -1.38357 -1.78 -1.24 0.66 -1.0387
H -0.54138 -2.45013 1.75255 -0.61 0.00 0.66 0.2512
N -1.17347 0.41187 -1.01796 1.21 1.31 0.37 -0.1315
H 0.68455 -1.99688 0.77133 -1.38 0.24 -0.03 0.1830



34
Properties=species:S:1:pos:R:3:forces:R:3:mulliken_charge:R:1 method="wB97M-V/def2-TZVPD" gap_ev=8.79 homo_energy_ev=-8.343 e_above_lowest_ev=1.681 e_lumo_ev=0.448 smiles="COC(=O)c1ccc(NC(=S)NCC2CC2)cc1"
H 0.68880 2.11214 -0.08692 0.04 -0.06 0.01 0.2195
C -4.11679 0.43418 0.72072 -0.30 0.10 -0.18 -1.2347
H 7.56040 -1.43032 -0.03354 -0.03 0.04 0.00 0.2263
H 7.36020 -0.09102 -1.20690 0.02 -0.05 0.10 0.2864
H -5.43194 -1.90063 -0.01530 -0.01 -0.02 0.13 0.2355
H -4.19081 0.55393 -1.45241 -0.04 -0.02 -0.07 0.3751
O 5.73387 -0.58055 -0.02463 -0.38 -0.12 0.07 -0.3012
C 0.81181 0.01451 0.35238 0.55 0.19 -0.13 1.6847
H -6.82091 0.18389 0.13901 -0.02 -0.02 0.13 0.2295
C 7.13477 -0.44360 -0.19806 0.35 0.22 -0.09 -0.6466
H -6.68858 0.41557 -1.64762 0.01 0.01 -0.09 0.2611
H 3.70005 -1.76728 0.43534 0.03 -0.07 0.01 0.4203
C -4.73837 0.12452 -0.62264 0.11 0.12 0.19 0.2856
N -0.53907 -0.25248 0.54283 -0.59 -0.65 0.17 -0.1623
H 1.28168 -2.04605 0.74503 -0.04 -0.09 0.02 0.2762
C -5.39448 -1.20666 -0.84265 0.07 -0.18 -0.08 -0.5675
N -2.79246 -0.13701 0.83943 0.23 -0.42 0.04 -0.2299
H -5.28675 -1.68544 -1.80382 0.00 0.02 -0.09 0.2770
H -4.73446 0.03103 1.52786 -0.02 0.03 -0.02 0.3743
C 1.33989 1.26340 0.02812 -0.13 0.11 -0.01 -0.4035
H -4.01612 1.51430 0.85107 -0.08 -0.22 0.08 0.3445
S -1.68038 2.15884 0.23919 -0.02 0.56 -0.16 -0.4610
C 5.01388 0.54430 -0.19669 0.28 0.17 -0.07 0.6963
H -2.76181 -1.14744 0.84260 0.04 0.09 0.00 0.2548
C -6.22747 0.03494 -0.75006 -0.04 0.15 -0.01 -0.6753
O 5.51726 1.60433 -0.48055 -0.03 -0.12 0.03 -0.6114
H 3.11629 2.37312 -0.39449 0.02 0.08 -0.02 0.4423
C 3.03981 -0.92221 0.32208 0.09 0.19 -0.05 -0.8869
C 1.68305 -1.07266 0.49451 -0.17 0.06 0.01 -0.6786
C 3.56620 0.32762 -0.00056 -0.28 -0.01 0.03 0.0281
C 2.70014 1.40948 -0.14396 0.35 -0.34 0.04 -1.0267
H 7.53833 0.27347 0.52016 0.00 -0.08 -0.07 0.2860
C -1.65456 0.53669 0.53355 -0.05 0.06 0.13 0.5238
H -0.71149 -1.22689 0.76690 0.03 0.24 -0.03 0.1582



15
Properties=species:S:1:pos:R:3:forces:R:3:mulliken_charge:R:1 method="wB97M-V/def2-TZVPD" gap_ev=12.37 homo_energy_ev=-11.487 e_above_lowest_ev=0.020 e_lumo_ev=0.884 smiles=CC(C)CC#N
C 0.79253 -0.23414 1.08286 0.05 -0.01 0.09 -0.5603
H -1.14661 -1.92914 -0.08223 0.04 0.14 -0.09 0.3359
C -0.91052 -1.00550 -0.62422 -0.03 -0.09 -0.06 -1.4142
C 1.85286 -0.63166 0.15013 0.75 -0.31 -0.80 0.2455
H -0.09575 -1.22423 -1.32553 -0.17 0.04 0.10 0.3583
H 0.63619 -1.06117 1.78540 -0.01 0.10 -0.14 0.3161
H -1.29599 1.71467 -0.90955 0.14 -0.03 0.07 0.3766
H -0.09436 2.25495 0.27844 -0.03 -0.09 -0.11 0.3702
H -1.28695 0.22804 1.09502 0.12 0.01 -0.09 0.2497
C -0.50799 0.11834 0.32914 -0.04 -0.01 0.01 0.5268
H 0.42335 1.37851 -1.17725 -0.10 0.00 0.11 0.3335
H 1.14801 0.62383 1.66484 -0.07 -0.12 -0.07 0.3419
H -1.78676 -0.71714 -1.21426 0.09 -0.06 0.14 0.3898
C -0.35879 1.44567 -0.41118 0.02 0.04 -0.03 -1.4127
N 2.63079 -0.96103 -0.64162 -0.74 0.38 0.88 -0.4571



no.,total energy (eV),largest force on an atom (eV/A)
1,-180716.6545,2.1
2,-37545.1345,16.2
3,-13921.8475,5.3
4,-31650.9831,0.9
5,-6820.9745,1.2